[1]
{"formula": "C3H5N3O4S", "method": "ωB97M-V/def2-TZVPD", "elements": ["C", "S", "O", "O", "N", "O", "C", "N", "N", "C", "O", "H", "H", "H", "H", "H"], "positions_angstrom": [[1.2921, 2.1083, -1.4003], [-0.2550, 1.0626, -1.2399], [-1.3193, 1.9279, -0.9091], [-0.2810, 0.1619, -2.3471], [-0.0276, 0.2444, 0.2349], [-1.2072, -0.3449, 0.7312], [-0.8421, -1.4713, 1.2617], [-1.6605, -2.2779, 1.9310], [0.4207, -1.7615, 1.0731], [1.0131, -0.7754, 0.3615], [2.1268, -0.5687, 0.0001], [1.5516, 2.0868, -2.4528], [1.0395, 3.0859, -1.0429], [2.0924, 1.5881, -0.8275], [-1.3224, -3.0524, 2.4720], [-2.6213, -2.0138, 2.1540]], "forces_ev_per_angstrom": [[-0.3485, -2.1555, 0.7300], [1.8864, 1.0877, -0.6127], [-1.4511, 0.6926, -0.2410], [-0.2528, -0.2249, 0.1739], [0.9686, -0.3085, 0.0521], [-1.9417, 1.8475, -0.5873], [3.1019, -1.6405, -0.0908], [-1.9989, 0.6342, 0.3573], [0.2861, -1.5039, 0.5884], [-1.5022, 0.7286, 0.9282], [0.8193, -0.2492, -0.4717], [-0.1819, 0.0008, -0.1133], [-0.0709, 0.3813, 0.2624], [-0.5647, 0.5322, -0.3116], [0.6040, 0.0521, -0.2844], [0.6462, 0.1254, -0.3794]], "smiles": "CS(=O)(=O)n1oc(N)nc1=O", "e_homo_ev": -10.3967}



[2]
{"formula": "C7H9BrN2O2PdS3Sb", "method": "ωB97M-V/def2-TZVPD", "elements": ["Pd", "S", "Sb", "S", "S", "O", "C", "C", "C", "N", "C", "Br", "C", "H", "H", "H", "H", "C", "C", "N", "O", "H", "H", "H", "H", "H"], "positions_angstrom": [[0.1927, 0.0905, -0.1330], [2.0795, 2.8403, 1.9500], [2.2453, 2.3517, -0.3269], [2.4648, -0.0153, -0.4494], [-0.0338, 2.2358, -1.0818], [-5.6653, -2.0476, 0.1833], [-4.4776, -1.4427, -0.0259], [-4.3449, -0.0722, -0.2094], [-3.0823, 0.4425, -0.4131], [-1.9892, -0.3203, -0.4514], [-2.1532, -1.6184, -0.2643], [-0.5433, -2.6025, -0.2864], [-3.3523, -2.2512, -0.0495], [-6.3749, -1.3956, 0.1678], [-5.2068, 0.5848, -0.1922], [-2.9215, 1.5039, -0.5646], [-3.4256, -3.3199, 0.1013], [-0.8755, 0.6546, 4.4219], [-0.9087, 0.7692, 2.9167], [-1.2428, 1.9814, 2.4073], [-0.6292, -0.1844, 2.2072], [-1.6546, 1.2534, 4.8970], [0.0962, 1.0140, 4.7728], [-0.9783, -0.3890, 4.7028], [-1.2584, 2.7744, 3.0237], [-1.0063, 2.1760, 1.4452]], "forces_ev_per_angstrom": [[-0.6487, 0.1593, -1.2997], [0.0961, 0.0998, -0.0977], [0.1891, 0.3142, 0.3344], [-0.3067, 0.3879, 0.1137], [0.3906, -0.7229, 0.2752], [0.0654, 0.0995, -0.0265], [-0.3214, -0.1649, 0.0665], [0.0030, 0.1820, -0.0642], [0.0537, 0.1783, -0.1141], [0.1635, 0.0578, 0.5634], [0.0514, -0.1331, -0.0174], [0.1243, -0.2473, 0.0963], [0.0465, -0.1277, -0.0292], [-0.0251, -0.0173, 0.0139], [0.0546, -0.0344, -0.0034], [0.0163, -0.0267, 0.0439], [0.0186, 0.0955, -0.0217], [-0.0468, 0.1407, -0.0155], [0.0745, 0.3089, 0.1671], [-0.0834, -0.1487, 0.2787], [-0.0315, -0.3819, 0.0158], [0.0440, -0.0338, -0.0222], [-0.0568, -0.0196, -0.0467], [-0.0166, -0.0090, -0.0044], [0.0208, 0.0496, 0.0359], [0.1246, -0.0064, -0.2421]], "spin_multiplicity": 2, "e_homo_ev": [-7.6213, -7.5825], "s_squared": 0.76}



[3]
{"formula": "C31H37O2PTi", "method": "ωB97M-V/def2-TZVPD", "elements": ["Ti", "C", "C", "C", "C", "C", "C", "C", "C", "C", "H", "H", "H", "H", "H", "H", "H", "H", "H", "H", "H", "H", "C", "O", "C", "C", "O", "C", "H", "H", "H", "H", "H", "H", "H", "H", "H", "H", "C", "C", "C", "C", "C", "C", "P", "C", "C", "C", "C", "C", "C", "C", "C", "C", "C", "C", "C", "H", "H", "H", "H", "H", "H", "H", "H", "H", "H", "H", "H", "H", "H", "H"], "positions_angstrom": [[1.1850, -0.3547, 0.1449], [4.1582, -0.0309, -1.8462], [3.4631, 0.3162, -0.5634], [3.5708, -0.4819, 0.5814], [2.9406, -0.1297, 1.7946], [3.1369, -0.9566, 3.0331], [2.2046, 1.0684, 1.8411], [2.0876, 1.9033, 0.7210], [1.3887, 3.2229, 0.8297], [2.6690, 1.4768, -0.4908], [3.4391, -0.3562, -2.6008], [4.8907, -0.8200, -1.6958], [4.6729, 0.8451, -2.2398], [4.1560, -1.3931, 0.5355], [4.0234, -0.6035, 3.5634], [3.2990, -2.0077, 2.7975], [2.2919, -0.8641, 3.7149], [1.7386, 1.3722, 2.7707], [2.1431, 3.9918, 1.0160], [0.6866, 3.2334, 1.6605], [0.8684, 3.4890, -0.0897], [2.5820, 2.1054, -1.3688], [0.3702, -3.0988, 1.6991], [0.4202, -2.2520, 0.5359], [-0.1213, -2.8431, -0.6653], [0.9351, -3.6476, -1.3628], [1.9776, -2.7412, -1.6689], [3.0244, -3.3943, -2.3930], [0.9491, -4.0061, 1.5347], [-0.6688, -3.3483, 1.9131], [0.7970, -2.5381, 2.5263], [-0.4160, -2.0041, -1.3037], [-1.0304, -3.3944, -0.4210], [0.5155, -4.0937, -2.2712], [1.3086, -4.4658, -0.7353], [2.6397, -3.8079, -3.3273], [3.4596, -4.1979, -1.7939], [3.7872, -2.6563, -2.6172], [-2.0908, 3.6675, -3.5665], [-0.8119, 3.1602, -3.3949], [-0.5568, 2.2729, -2.3588], [-1.5726, 1.8965, -1.4837], [-2.8645, 2.3899, -1.6816], [-3.1174, 3.2770, -2.7138], [-1.2262, 0.7330, -0.1512], [-2.5013, -0.5555, -0.3309], [-2.8336, -0.9991, -1.6107], [-3.7019, -2.0684, -1.7741], [-4.2393, -2.7078, -0.6648], [-3.9132, -2.2684, 0.6111], [-3.0452, -1.1977, 0.7808], [-1.5333, 1.5467, 1.4413], [-2.1232, 2.8019, 1.5600], [-2.2814, 3.3813, 2.8116], [-1.8561, 2.7156, 3.9528], [-1.2659, 1.4631, 3.8448], [-1.0976, 0.8889, 2.5937], [-2.2965, 4.3555, -4.3754], [-0.0174, 3.4447, -4.0717], [0.4379, 1.8577, -2.2455], [-3.6758, 2.0723, -1.0369], [-4.1184, 3.6594, -2.8604], [-2.4302, -0.5038, -2.4870], [-3.9681, -2.3948, -2.7707], [-4.9227, -3.5361, -0.7942], [-4.3485, -2.7470, 1.4783], [-2.8222, -0.8542, 1.7823], [-2.4501, 3.3422, 0.6820], [-2.7402, 4.3574, 2.8938], [-1.9842, 3.1726, 4.9247], [-0.9414, 0.9342, 4.7316], [-0.6344, -0.0941, 2.5255]], "forces_ev_per_angstrom": [[-0.2420, -0.3215, -0.2593], [-0.0163, 0.0004, -0.0007], [-0.0099, 0.0846, 0.0636], [0.0497, 0.0547, 0.0295], [0.0743, 0.0469, -0.0333], [-0.0047, -0.0116, -0.0092], [0.0737, -0.0251, 0.0548], [0.1061, -0.0847, -0.0810], [0.0642, 0.0125, -0.0235], [-0.0036, 0.1355, 0.1336], [0.0184, 0.0127, 0.0004], [0.0066, -0.0112, -0.0047], [0.0098, -0.0017, 0.0071], [-0.0082, -0.0031, 0.0004], [-0.0018, 0.0084, 0.0026], [-0.0028, 0.0021, -0.0060], [0.0086, 0.0031, 0.0055], [0.0042, -0.0111, 0.0007], [-0.0151, 0.0063, -0.0108], [-0.0163, 0.0081, 0.0024], [-0.0195, -0.0177, -0.0139], [-0.0077, 0.0147, 0.0108], [-0.0268, -0.0555, 0.0589], [-0.0220, 0.2321, 0.2282], [-0.1279, -0.0008, -0.1251], [-0.0051, -0.0403, 0.0160], [0.0418, 0.0084, -0.0157], [0.0043, 0.0209, 0.0041], [0.0090, 0.0073, -0.0267], [-0.0034, 0.0171, -0.0125], [-0.0028, 0.0083, -0.0066], [0.0058, -0.0352, 0.0024], [0.0484, -0.0700, 0.0114], [-0.0174, 0.0333, -0.0063], [0.0020, 0.0100, -0.0010], [0.0015, -0.0021, -0.0006], [-0.0009, 0.0023, -0.0056], [-0.0105, -0.0103, 0.0009], [-0.0053, -0.0194, 0.0044], [0.0000, -0.0114, -0.0106], [0.0111, 0.0300, 0.0139], [0.0026, -0.0057, -0.0452], [-0.0285, 0.0131, 0.0299], [-0.0026, -0.0043, -0.0079], [0.0813, -0.0253, -0.0620], [0.0478, -0.0716, 0.1345], [-0.0371, 0.0032, -0.0414], [0.0018, 0.0056, -0.0347], [0.0094, -0.0018, 0.0288], [-0.0039, -0.0005, -0.0131], [-0.0095, -0.0084, -0.0380], [-0.0151, 0.0126, -0.0135], [-0.0218, 0.0123, 0.0008], [0.0146, -0.0056, 0.0258], [-0.0073, 0.0332, -0.0234], [0.0195, -0.0434, -0.0334], [-0.0303, 0.0144, 0.0756], [0.0113, 0.0081, 0.0028], [-0.0086, 0.0058, -0.0049], [0.0205, -0.0032, 0.0293], [0.0068, -0.0023, 0.0072], [0.0001, -0.0005, -0.0007], [0.0013, 0.0216, 0.0122], [-0.0044, 0.0010, -0.0016], [-0.0043, 0.0002, -0.0045], [-0.0084, -0.0047, -0.0007], [0.0027, 0.0223, 0.0052], [0.0039, -0.0116, -0.0134], [0.0008, 0.0002, 0.0029], [-0.0039, -0.0085, 0.0043], [-0.0042, 0.0154, 0.0103], [-0.0040, 0.0015, -0.0297]], "spin_multiplicity": 3, "e_homo_ev": [-14.2500, -14.2543], "total_charge": 2, "s_squared": 2.00}



[4]
{"formula": "C7H7NS", "method": "ωB97M-V/def2-TZVPD", "elements": ["C", "C", "C", "C", "C", "C", "C", "N", "S", "H", "H", "H", "H", "H", "H", "H"], "positions_angstrom": [[1.8467, -1.4104, 0.6232], [-1.1538, 0.5998, 0.0288], [-0.8858, 1.3217, -1.0198], [1.0946, -0.3465, 0.1015], [-0.2581, -0.2891, 0.6101], [0.2872, 1.3404, -1.8937], [-0.4212, -1.2313, 1.7959], [2.5169, -2.2905, 0.8979], [1.7495, 0.5149, -1.2199], [-2.1386, 0.7172, 0.4869], [-1.5516, 2.1202, -1.4330], [-0.0880, 0.7420, -2.8129], [0.5609, 2.3236, -2.3575], [-1.3027, -1.8363, 1.5198], [-0.7100, -0.4890, 2.6484], [0.4540, -1.7866, 2.0244]], "forces_ev_per_angstrom": [[0.0860, 1.8806, -1.8533], [-1.1421, -2.9242, 4.2242], [-0.0275, 4.7872, -4.2728], [0.9162, -0.4567, -0.4729], [-0.1716, 0.0905, 0.2175], [-0.0026, -1.2341, -1.7637], [-3.1645, 3.1695, 0.1866], [1.3765, -1.7771, 0.8541], [0.1585, 0.1161, -0.1030], [0.2077, -0.1348, -0.0498], [-0.0836, -0.9917, 0.8898], [0.9738, 0.5192, 1.0680], [-0.1367, -0.6828, 0.9129], [0.4216, -0.1722, 0.7480], [0.4001, -1.7445, -0.9310], [0.1883, -0.4451, 0.3455]], "spin_multiplicity": 3, "e_homo_ev": [-6.2378, -10.1900], "s_squared": 2.02}



One value per record, in order, for DFT total energy: -26685.6583 -127047.0918 -69233.3191 -19693.6985 eV.
One value per record, in order, for M: 179.16 557.45 520.48 137.21 Da.